{"formula": "C36H45F15N3O15PS", "method": "ωB97M-V with the def2-TZVPD basis set", "homo_lumo_gap_ev": 7.29, "mol_weight_da": 1107.77, "fmax_ev_per_a": 1.0, "e_homo_ev": -8.40, "e_above_lowest_kj_mol": 0.0, "total_energy_ev": -134133.6504, "symbols": ["C", "C", "C", "C", "C", "C", "C", "C", "O", "C", "C", "C", "O", "O", "C", "C", "O", "C", "N", "S", "N", "C", "C", "P", "N", "O", "H", "H", "H", "H", "H", "H", "H", "H", "H", "H", "H", "H", "H", "H", "H", "H", "H", "H", "H", "H", "C", "C", "O", "C", "O", "C", "F", "F", "F", "H", "H", "H", "H", "H", "C", "C", "O", "C", "O", "C", "F", "F", "F", "H", "H", "H", "H", "H", "C", "C", "O", "C", "O", "C", "F", "F", "F", "H", "H", "H", "H", "H", "C", "C", "O", "C", "O", "C", "F", "F", "F", "H", "H", "H", "H", "H", "C", "C", "O", "C", "O", "C", "F", "F", "F", "H", "H", "H", "H", "H"], "positions_angstrom": [[-0.9249, -1.1046, -0.4151], [0.3802, -1.9129, -0.5881], [0.3029, -3.2035, 0.2702], [-0.3514, -4.3711, -0.4753], [1.6412, -3.4959, 0.9364], [2.7345, -4.1792, 0.2548], [2.5909, -4.6129, -1.1901], [2.1358, -6.0615, -1.3137], [2.7781, -6.9892, -0.8948], [3.9203, -4.4396, 0.8736], [5.0822, -5.1502, 0.2194], [6.1276, -4.1520, -0.2314], [6.9786, -3.6921, 0.4625], [6.0197, -3.8107, -1.5853], [5.3046, -2.6658, -1.8965], [5.4872, -1.4452, -1.0314], [4.5907, -2.6745, -2.8598], [4.1086, -4.0211, 2.2180], [5.2081, -4.1855, 2.9650], [4.8649, -3.5337, 4.3819], [3.3764, -3.0067, 4.1415], [3.0534, -3.3409, 2.8743], [1.8120, -3.0634, 2.2314], [0.4954, -2.1148, 3.1468], [1.4098, -0.7434, 3.6736], [0.2094, -2.9546, 4.5141], [-1.7433, -1.7978, -0.2111], [-1.1448, -0.4619, -1.2618], [-0.8115, -0.5294, 0.5040], [0.5726, -2.1416, -1.6361], [1.1838, -1.3104, -0.1620], [-0.3747, -2.9631, 1.0847], [-0.0904, -4.4153, -1.5301], [-1.4374, -4.3242, -0.4009], [-0.0635, -5.3151, -0.0065], [3.5474, -4.5546, -1.7070], [1.9033, -3.9834, -1.7453], [1.1630, -6.2482, -1.7958], [5.5530, -5.8382, 0.9200], [4.7634, -5.7476, -0.6292], [4.5509, -1.2494, -0.5119], [5.7059, -0.6192, -1.7055], [6.3221, -1.5390, -0.3447], [1.5653, -0.7772, 4.6748], [2.3069, -0.6871, 3.2077], [0.9343, -3.5196, 4.8205], [-0.5101, 5.9062, -1.1112], [-0.0019, 5.0127, -0.0046], [-1.0634, 4.1913, 0.5321], [-1.3681, 3.1123, -0.1656], [-0.8616, 2.7365, -1.1807], [-2.4899, 2.3379, 0.5484], [-3.4705, 3.1537, 0.9600], [-2.0126, 1.7059, 1.6303], [-3.0351, 1.4197, -0.2429], [-1.3544, 6.4999, -0.7553], [0.2700, 6.5774, -1.4493], [-0.8544, 5.3201, -1.9622], [0.3560, 5.6031, 0.8357], [0.8195, 4.3807, -0.3400], [3.4081, -7.1650, 3.9987], [2.0291, -7.7735, 3.9248], [1.4520, -7.8860, 5.2448], [0.9597, -6.7689, 5.7453], [0.9602, -5.6895, 5.2281], [0.3297, -7.0430, 7.1260], [1.1301, -7.8019, 7.8788], [-0.8344, -7.6839, 6.9724], [0.1035, -5.9039, 7.7675], [4.0514, -7.7311, 4.6727], [3.8691, -7.1400, 3.0115], [3.3433, -6.1459, 4.3789], [2.0610, -8.7865, 3.5315], [1.3718, -7.1890, 3.2816], [-4.6120, 0.7843, 3.0987], [-5.6355, 0.1328, 4.0001], [-6.3567, 1.1166, 4.7742], [-7.3442, 1.7359, 4.1511], [-7.7065, 1.5702, 3.0247], [-8.0314, 2.7182, 5.1217], [-7.1351, 3.4369, 5.8040], [-8.7794, 2.0403, 6.0021], [-8.8212, 3.5553, 4.4590], [-3.9372, 1.4140, 3.6784], [-4.0261, 0.0236, 2.5843], [-5.0928, 1.4146, 2.3516], [-5.1507, -0.5069, 4.7340], [-6.3401, -0.4780, 3.4371], [1.5753, 4.9206, -7.3724], [0.7726, 6.1883, -7.1807], [0.7759, 6.6096, -5.7953], [1.8530, 7.2574, -5.3895], [2.8244, 7.5285, -6.0287], [1.6757, 7.6812, -3.9190], [1.1855, 6.6793, -3.1701], [0.8185, 8.7070, -3.8284], [2.8293, 8.0656, -3.3877], [1.2075, 4.1347, -6.7119], [1.4921, 4.5810, -8.4041], [2.6290, 5.0803, -7.1456], [-0.2734, 6.0199, -7.4244], [1.1436, 6.9969, -7.8096], [-3.8286, 5.7485, -2.6307], [-4.8717, 5.7794, -3.7243], [-4.3467, 6.3674, -4.9358], [-3.6099, 5.5721, -5.6908], [-3.3271, 4.4308, -5.4832], [-3.1733, 6.3245, -6.9637], [-2.7176, 7.5488, -6.6888], [-4.2016, 6.4451, -7.8083], [-2.2005, 5.6519, -7.5851], [-3.4304, 6.7484, -2.4547], [-4.2672, 5.3750, -1.7055], [-2.9961, 5.1016, -2.9049], [-5.7101, 6.4118, -3.4425], [-5.2599, 4.7846, -3.9382]], "lowdin_charge": [-0.0858, -0.1935, -0.3633, -0.0506, -0.1188, -0.0741, -0.0823, -0.2250, 0.0666, -0.0978, -0.0204, -0.4100, 0.1667, 0.0928, -0.4824, 0.0383, 0.1266, -0.3218, -0.1974, 1.0324, -0.2401, -0.3540, -0.2108, 0.8746, -0.1817, -0.3036, 0.0751, 0.0708, 0.0557, 0.1045, 0.1059, 0.0513, 0.0674, 0.0850, 0.0843, 0.1009, 0.1027, 0.1165, 0.1366, 0.1081, 0.0944, 0.0985, 0.0783, 0.0270, 0.0157, 0.0133, -0.0584, -0.1754, 0.0394, -0.4059, 0.1686, -0.5470, 0.1578, 0.1546, 0.1677, 0.0874, 0.0626, 0.0699, 0.1274, 0.1285, -0.0519, -0.1763, 0.0476, -0.3872, 0.1532, -0.5505, 0.1715, 0.1726, 0.1800, 0.0910, 0.0817, 0.0489, 0.1285, 0.1265, -0.0665, -0.1849, 0.0364, -0.4061, 0.1706, -0.5520, 0.1673, 0.1666, 0.1734, 0.0872, 0.0840, 0.0730, 0.1262, 0.1260, -0.0516, -0.1832, 0.0380, -0.4062, 0.1761, -0.5339, 0.1306, 0.1691, 0.1791, 0.0862, 0.0848, 0.0774, 0.0950, 0.1306, -0.0606, -0.1831, 0.0395, -0.4034, 0.1766, -0.5393, 0.1735, 0.1763, 0.1442, 0.0847, 0.0872, 0.0673, 0.1266, 0.1280]}

{"formula": "C7H10N4O3", "method": "ωB97M-V with the def2-TZVPD basis set", "homo_lumo_gap_ev": 8.72, "mol_weight_da": 198.18, "fmax_ev_per_a": 4.7, "e_homo_ev": -9.96, "e_above_lowest_kj_mol": 264.9, "total_energy_ev": -19521.4401, "symbols": ["N", "O", "O", "C", "N", "O", "C", "C", "C", "N", "N", "C", "C", "C", "H", "H", "H", "H", "H", "H", "H", "H", "H", "H"], "positions_angstrom": [[0.7237, 1.4860, -3.8947], [2.3006, 2.8076, -0.7726], [0.2403, 1.6715, 2.8097], [0.8232, 1.3359, -2.7460], [0.9488, -0.2280, -0.9357], [0.5537, -1.2251, -1.8231], [1.4637, 2.0214, -0.4127], [0.1581, 1.4366, 1.6549], [1.0251, 1.0203, -1.3557], [1.0999, 2.1187, 0.9023], [-0.8400, 0.6096, 1.1721], [1.4383, -2.3564, -1.8265], [-2.4139, -1.2516, 1.1399], [-1.8107, -0.0847, 1.9671], [1.7052, 2.7185, 1.4325], [-0.7012, 0.3443, 0.2080], [2.4915, -2.0024, -1.8345], [1.2155, -2.9534, -0.9483], [1.2198, -2.9874, -2.6827], [-2.9724, -0.8734, 0.2851], [-1.6237, -1.9296, 0.7963], [-3.1015, -1.8405, 1.7159], [-1.3483, -0.4477, 2.9112], [-2.5957, 0.6098, 2.2374]], "lowdin_charge": [0.2005, 0.1266, 0.1021, -0.1144, 0.1057, -0.1628, -0.4308, -0.5379, -0.1668, 0.2038, 0.0558, -0.0496, -0.0737, -0.2281, 0.1660, 0.0883, 0.1009, 0.0793, 0.0903, 0.0730, 0.0715, 0.0614, 0.1281, 0.1107]}

{"formula": "C18H30N3OSc", "method": "ωB97M-V with the def2-TZVPD basis set", "homo_lumo_gap_ev": 7.54, "mol_weight_da": 349.41, "fmax_ev_per_a": 2.3, "e_homo_ev": -14.62, "e_above_lowest_kj_mol": 0.0, "total_energy_ev": -46360.1327, "total_charge": 2, "symbols": ["C", "H", "H", "H", "C", "H", "H", "C", "H", "H", "H", "C", "C", "C", "C", "C", "C", "C", "C", "C", "C", "Sc", "H", "H", "H", "H", "H", "H", "H", "H", "H", "H", "H", "H", "H", "H", "H", "C", "N", "C", "C", "C", "N", "C", "O", "N", "H", "H", "H", "H", "H", "H", "H"], "positions_angstrom": [[1.4173, 2.1273, -0.9796], [2.4177, 2.5829, -0.9926], [1.4847, 1.3035, -1.7170], [1.3012, 1.7511, 0.0862], [0.3392, 3.1601, -1.3296], [-0.5484, 2.6529, -1.7429], [0.0010, 3.6158, -0.3893], [0.7644, 4.2627, -2.2953], [-0.0702, 4.9453, -2.4681], [1.5878, 4.8464, -1.8774], [1.0767, 3.8752, -3.2653], [-0.7243, -1.9964, -0.4082], [-1.3289, -1.0167, -1.2604], [-0.3607, -0.6245, -2.2483], [0.8560, -1.3534, -1.9788], [0.6305, -2.1911, -0.8413], [1.5819, -3.1554, -0.2372], [2.1033, -1.3370, -2.7873], [-0.6093, 0.2256, -3.4426], [-2.7785, -0.6903, -1.2600], [-1.3866, -2.7536, 0.6839], [0.5001, 0.0545, -0.1090], [2.9573, -1.6679, -2.1840], [2.0237, -2.0166, -3.6485], [2.3360, -0.3362, -3.1740], [2.6043, -2.9673, -0.5777], [1.5770, -3.0885, 0.8590], [1.3114, -4.1863, -0.5070], [-2.2337, -2.2038, 1.1117], [-1.7622, -3.7127, 0.3001], [-0.6867, -2.9776, 1.4987], [-2.9983, 0.2284, -1.8184], [-3.3428, -1.5123, -1.7296], [-3.1744, -0.5695, -0.2424], [0.2163, 0.9233, -3.6378], [-0.7238, -0.4009, -4.3392], [-1.5244, 0.8153, -3.3257], [1.8716, -0.6590, 4.2850], [0.6485, -0.1277, 3.6673], [-0.4722, 0.1131, 4.4262], [-1.6202, 0.5631, 3.8370], [-1.6414, 0.7723, 2.4440], [-0.5168, 0.5469, 1.7181], [0.6064, 0.0827, 2.3404], [1.6291, -0.1764, 1.5868], [-2.7149, 1.1881, 1.7622], [2.5909, -0.8637, 3.4880], [1.6234, -1.5753, 4.8250], [2.2723, 0.0824, 4.9784], [-0.3348, -0.0862, 5.4900], [-2.5231, 0.7721, 4.4164], [-3.5868, 1.3732, 2.2473], [-2.6663, 1.3822, 0.7629]], "lowdin_charge": [-0.1014, 0.1297, 0.0669, 0.0549, -0.2816, 0.0992, 0.1158, -0.0780, 0.0898, 0.0895, 0.0851, -0.2686, -0.2708, -0.2698, -0.2775, -0.2758, -0.0080, -0.0049, -0.0118, -0.0191, -0.0080, 1.0873, 0.0874, 0.1173, 0.0876, 0.0869, 0.0844, 0.1154, 0.0820, 0.1157, 0.0868, 0.0863, 0.1183, 0.0642, 0.0844, 0.1156, 0.0829, 0.0499, -0.0132, 0.0548, 0.0517, -0.3018, 0.1107, -0.4256, -0.0388, 0.2257, 0.1057, 0.1175, 0.1191, 0.1655, 0.1439, 0.1493, 0.1272]}

{"formula": "C2H4O2S", "method": "ωB97M-V with the def2-TZVPD basis set", "homo_lumo_gap_ev": 9.22, "mol_weight_da": 92.12, "fmax_ev_per_a": 4.9, "e_homo_ev": -9.50, "e_above_lowest_kj_mol": 328.0, "total_energy_ev": -17065.8710, "symbols": ["C", "C", "O", "O", "S", "H", "H", "H", "H"], "positions_angstrom": [[-1.1775, -1.5275, -0.0824], [1.6776, 1.1456, 0.4301], [1.6272, -0.9808, -1.0065], [-0.3983, -1.6486, 0.8375], [1.8061, -0.4816, 0.3725], [-1.5052, -2.3894, -0.8555], [-1.4382, -0.5014, -0.4852], [1.9935, 1.6206, 1.2444], [1.2678, 1.6642, -0.3255]], "lowdin_charge": [-0.1473, -0.2468, -0.5566, -0.1280, 0.9093, 0.1269, 0.0919, -0.0365, -0.0131]}